{"formula": "C46H52KN9O6S5", "method": "ωB97M-V/def2-TZVPD", "total_charge": -2, "e_tot_ev": -144747.0307, "multiplicity": 1, "homo_lumo_gap_ha": 0.199, "relative_energy_kj_mol": 0.0, "species": ["K", "C", "C", "C", "C", "C", "C", "N", "C", "C", "C", "C", "C", "C", "N", "N", "C", "C", "C", "C", "C", "N", "H", "H", "H", "H", "H", "H", "H", "H", "H", "H", "H", "H", "H", "C", "N", "C", "C", "N", "C", "S", "C", "C", "C", "C", "C", "N", "H", "H", "H", "H", "H", "H", "H", "H", "H", "C", "C", "S", "C", "C", "S", "C", "C", "S", "H", "H", "H", "H", "H", "H", "H", "H", "H", "H", "H", "H", "C", "C", "C", "C", "C", "C", "C", "S", "O", "O", "N", "C", "C", "O", "O", "H", "H", "H", "H", "H", "H", "H", "H", "H", "O", "C", "O", "C", "N", "C", "C", "C", "H", "H", "H", "H", "H", "H", "H", "H", "H"], "xyz": [[0.90719, 0.60460, -0.04080], [-5.47480, -0.22267, -0.13265], [-5.37256, 1.08262, 0.33096], [-4.30801, 1.46810, 1.13049], [-3.30174, 0.55829, 1.49122], [-3.41127, -0.75020, 1.00325], [-4.48152, -1.13308, 0.21320], [-2.19411, 0.92430, 2.22681], [-2.30730, 1.23694, 3.49249], [-3.53459, 1.12040, 4.24777], [-3.60619, 1.44090, 5.57238], [-2.47842, 1.90375, 6.28925], [-1.28405, 2.00377, 5.61941], [-1.16282, 1.68134, 4.26013], [0.05257, 1.67746, 3.60183], [1.06139, 2.05652, 4.24809], [2.26813, 2.01500, 3.49162], [3.44602, 1.99349, 4.24320], [4.65539, 1.90599, 3.58198], [4.64981, 1.87198, 2.19589], [3.43100, 1.94548, 1.54055], [2.25582, 2.01663, 2.16330], [-6.30609, -0.52257, -0.76058], [-6.12900, 1.81203, 0.06124], [-4.22676, 2.48994, 1.48488], [-2.62456, -1.45054, 1.25507], [-4.53786, -2.15703, -0.14564], [-4.41377, 0.74439, 3.73775], [-4.55401, 1.31831, 6.08869], [-2.55070, 2.14518, 7.34232], [-0.38328, 2.31669, 6.13416], [3.36952, 2.02182, 5.32146], [5.58678, 1.86154, 4.13425], [5.56306, 1.79904, 1.62141], [3.41154, 1.94910, 0.45528], [3.77883, 3.76705, -3.44482], [2.46779, 4.13688, -2.94715], [1.26264, 3.81381, -3.55173], [0.28033, 4.20955, -2.72944], [0.88766, 4.78019, -1.61076], [2.25015, 4.69169, -1.72936], [3.39745, 5.22865, -0.63155], [0.20095, 4.82297, -0.35452], [-0.33356, 5.99797, 0.13556], [-1.05201, 5.91790, 1.32346], [-1.20953, 4.68316, 1.93070], [-0.64411, 3.56074, 1.32959], [0.04990, 3.64006, 0.20026], [3.70586, 3.61946, -4.52129], [4.11416, 2.84132, -2.97505], [4.47724, 4.57143, -3.22180], [1.22589, 3.31151, -4.50035], [-0.78671, 4.10407, -2.79907], [-0.16873, 6.93090, -0.38514], [-1.48327, 6.81024, 1.76094], [-1.76222, 4.56416, 2.85379], [-0.78444, 2.57409, 1.76521], [-2.47261, -2.92644, 5.86535], [-0.98237, -2.95898, 5.52071], [-0.65443, -1.82976, 4.13637], [0.72139, -2.62133, 3.29401], [0.45498, -3.94470, 2.58645], [-1.00122, -4.00600, 1.49955], [-2.27114, -4.74758, 2.56765], [-3.25316, -3.78463, 3.25973], [-3.51693, -4.14757, 5.02398], [-2.87535, -1.92483, 5.69836], [-2.62316, -3.16059, 6.92227], [-0.66984, -3.97397, 5.26613], [-0.40264, -2.63825, 6.39064], [1.54281, -2.75897, 4.00370], [1.07559, -1.88526, 2.54866], [0.36730, -4.77840, 3.28858], [1.31292, -4.12843, 1.93290], [-1.75850, -5.36214, 3.30886], [-2.82802, -5.43606, 1.92894], [-4.23405, -3.83506, 2.78869], [-2.90489, -2.76152, 3.18342], [4.00399, -3.41915, -7.74060], [3.68642, -2.47576, -6.61019], [4.55464, -2.33905, -5.53082], [4.24847, -1.50909, -4.46255], [3.05555, -0.79671, -4.45594], [2.18883, -0.91091, -5.53459], [2.50525, -1.74026, -6.60187], [2.56856, 0.13042, -2.99611], [3.80240, 0.80582, -2.60259], [1.48573, 0.99647, -3.44887], [2.02420, -0.88984, -1.98219], [2.99484, -1.76908, -1.32401], [2.64262, -2.12915, 0.14345], [2.94623, -3.28135, 0.51202], [2.13729, -1.21402, 0.84600], [5.07881, -3.47377, -7.92092], [3.51950, -3.10451, -8.66624], [3.65802, -4.43109, -7.51500], [5.48789, -2.89290, -5.52597], [4.93410, -1.39862, -3.63275], [1.28154, -0.31797, -5.53185], [1.82635, -1.81335, -7.44601], [3.98771, -1.30187, -1.27464], [3.10037, -2.71657, -1.86359], [-1.92768, 1.11286, -3.31585], [-1.44235, 0.31115, -2.36388], [-1.30034, 0.66197, -1.21964], [-1.06838, -1.09094, -2.82631], [-1.41625, -1.28234, -4.25293], [-2.42231, -2.35628, -4.35112], [-3.03736, -2.42160, -2.95523], [-1.83120, -2.16720, -2.05607], [0.01036, -1.16260, -2.65602], [-0.58523, -1.49814, -4.78605], [-1.90265, 0.54675, -4.12124], [-1.95290, -3.31696, -4.59396], [-3.15554, -2.13224, -5.12960], [-3.53178, -3.37496, -2.76303], [-3.77471, -1.62379, -2.82741], [-1.21492, -3.06571, -1.97480], [-2.08179, -1.84450, -1.05412]], "forces_ev_per_angstrom": [[-0.453, 1.065, 0.451], [-0.009, -0.055, -0.030], [0.018, 0.052, 0.021], [0.008, 0.027, 0.014], [-0.108, -0.027, -0.095], [-0.027, -0.019, 0.006], [-0.046, -0.043, -0.030], [0.169, -0.022, -0.103], [0.020, -0.032, 0.118], [-0.130, 0.022, 0.123], [0.003, -0.045, -0.055], [0.049, 0.021, -0.010], [-0.028, 0.032, 0.118], [0.008, -0.041, -0.008], [0.220, -0.002, 0.090], [0.055, 0.013, -0.119], [-0.177, -0.046, 0.202], [-0.065, -0.013, -0.036], [-0.093, 0.016, -0.023], [0.069, 0.023, -0.070], [-0.045, 0.020, 0.051], [0.167, -0.098, -0.054], [0.010, 0.001, 0.008], [0.000, 0.005, 0.001], [-0.001, -0.002, -0.011], [0.050, -0.043, 0.021], [0.004, 0.021, 0.004], [0.035, 0.025, 0.019], [-0.003, 0.004, 0.010], [-0.008, 0.005, 0.003], [-0.030, -0.013, -0.022], [0.009, -0.009, 0.007], [-0.005, -0.001, 0.007], [0.001, 0.008, 0.005], [-0.005, 0.028, -0.021], [0.058, 0.108, 0.028], [-0.041, -0.167, 0.059], [-0.018, 0.268, -0.062], [0.075, -0.033, -0.056], [0.038, -0.105, -0.070], [-0.073, 0.247, -0.092], [0.041, -0.026, 0.059], [-0.061, 0.102, -0.276], [0.094, 0.054, 0.136], [0.041, -0.063, -0.037], [0.034, -0.002, -0.064], [-0.209, 0.080, 0.201], [0.040, -0.359, 0.112], [-0.010, -0.019, 0.000], [-0.053, 0.106, -0.072], [-0.007, 0.038, -0.009], [-0.005, -0.032, 0.067], [0.000, -0.064, 0.021], [0.004, -0.008, 0.004], [-0.001, 0.002, 0.002], [-0.004, 0.010, 0.004], [0.067, 0.126, -0.191], [0.042, -0.018, 0.015], [-0.006, -0.023, -0.006], [-0.025, 0.048, -0.003], [0.158, 0.231, -0.203], [-0.055, 0.034, 0.010], [0.030, -0.011, -0.040], [-0.003, 0.023, 0.056], [0.035, -0.139, 0.020], [-0.056, 0.022, -0.008], [-0.008, 0.008, -0.016], [0.006, -0.001, -0.012], [-0.030, 0.015, -0.008], [0.004, -0.015, -0.019], [0.031, 0.004, -0.061], [-0.118, -0.243, 0.263], [-0.015, 0.000, -0.017], [0.007, 0.005, 0.003], [0.004, 0.019, -0.006], [0.012, 0.002, -0.006], [-0.024, -0.010, -0.012], [0.018, 0.132, 0.000], [0.008, 0.014, -0.013], [-0.014, -0.016, 0.008], [0.007, 0.009, 0.000], [0.006, 0.029, -0.018], [-0.129, -0.042, -0.018], [0.031, 0.036, -0.011], [0.010, 0.018, -0.006], [0.210, -0.257, 0.061], [-0.033, -0.079, -0.011], [0.013, -0.150, -0.004], [0.226, -0.070, -0.037], [0.024, -0.106, -0.026], [0.102, -0.056, -0.024], [-0.043, 0.002, -0.033], [0.335, -0.615, 0.130], [-0.005, 0.001, 0.001], [0.001, -0.001, 0.003], [-0.001, -0.002, 0.001], [-0.005, -0.002, 0.002], [-0.009, -0.013, 0.008], [-0.006, -0.020, 0.004], [0.000, -0.003, 0.006], [0.011, -0.008, 0.022], [-0.005, 0.020, -0.038], [0.007, -0.016, 0.004], [-0.006, -0.100, 0.122], [-0.475, 0.150, -0.399], [0.095, 0.095, -0.077], [0.012, 0.040, 0.005], [-0.024, -0.019, -0.004], [-0.026, -0.008, -0.022], [0.072, -0.092, -0.113], [-0.007, -0.019, 0.002], [-0.006, -0.007, 0.010], [-0.011, -0.014, 0.000], [0.001, 0.004, -0.003], [0.004, -0.002, 0.003], [0.003, 0.016, -0.003], [0.002, -0.002, 0.013], [0.000, 0.006, -0.013], [-0.053, 0.057, 0.160]], "mulliken_charge": [1.30, -0.74, -0.84, 0.19, -1.39, 0.50, -0.56, 0.35, 0.91, -0.60, -0.62, -0.82, -0.57, -0.35, 1.55, -1.33, -0.08, -0.51, -0.38, -1.06, -0.28, 0.29, 0.36, 0.34, 0.46, 0.58, 0.47, 0.38, 0.35, 0.34, 0.42, 0.47, 0.36, 0.47, 0.54, -1.00, 0.25, -0.49, -0.42, 0.44, 0.21, -0.43, -0.56, -0.70, -0.67, -0.94, 0.12, 0.87, 0.34, 0.37, 0.37, 0.41, 0.45, 0.52, 0.39, 0.59, -0.02, -0.41, -0.96, 0.36, 0.23, -1.01, 0.10, -0.94, 0.51, -0.27, 0.14, 0.37, 0.25, 0.54, 0.62, -0.85, 0.47, 0.38, 0.47, 0.39, 0.45, -0.81, -1.48, 1.14, -0.82, -0.44, -0.83, -0.39, -1.00, 2.05, -1.01, -0.69, -0.48, -0.30, -0.23, -0.85, -0.61, 0.37, 0.36, 0.28, 0.33, 0.42, 0.70, 0.31, 0.32, 0.13, -0.61, -0.22, -0.52, 2.77, -0.70, -1.04, -0.62, 0.19, -0.96, 0.28, 0.46, 0.34, 0.41, 0.47, 0.25, 0.35, -0.75]}